Record 1
{"formula": "H26O13", "method": "the ωB97M-V functional and the def2-TZVPD basis", "e_above_lowest_kcal_mol": 77.05, "e_lumo_ev": -0.05, "homo_lumo_gap_ev": 11.12, "total_energy_ev": -27038.6059, "elements": ["O", "O", "O", "O", "O", "O", "O", "O", "O", "O", "O", "O", "O", "H", "H", "H", "H", "H", "H", "H", "H", "H", "H", "H", "H", "H", "H", "H", "H", "H", "H", "H", "H", "H", "H", "H", "H", "H", "H"], "coordinates": [[4.2492, -5.2747, -1.6789], [-4.7437, -3.1743, 1.8689], [4.2346, 1.7599, -2.3827], [5.8347, -0.9890, 2.0129], [-0.5292, 0.6029, -5.6174], [-3.3050, 2.9434, -2.2452], [-4.7713, 3.0115, 2.4845], [-5.1148, -2.1176, -2.5861], [1.6288, 5.6259, -3.1940], [-0.1051, 0.0785, 0.0055], [0.2235, 3.7810, 3.4187], [1.4353, -1.0754, 5.3584], [-0.7627, -5.2397, 3.1689], [-0.0370, 0.4129, -6.4161], [4.5077, -4.9974, -2.5578], [4.2659, -4.4710, -1.1591], [2.1743, 6.3630, -2.9197], [-0.6374, -5.9056, 3.8449], [2.2271, -0.8930, 4.8524], [1.7319, -1.6377, 6.0740], [-3.9267, -3.6085, 2.1143], [-4.9692, -2.2554, -1.6501], [0.1079, 0.4939, -4.9113], [5.5086, -0.4299, 1.3077], [0.7148, 0.4267, -0.3451], [-4.4886, 2.5826, 1.6769], [-0.3793, -4.4453, 3.5405], [-2.6753, 2.2822, -1.9579], [-4.3105, -2.4276, -3.0023], [-0.1559, 3.0986, 2.8651], [-0.5039, 4.0788, 3.9651], [-5.4232, -3.6588, 2.3377], [-3.6174, 2.6252, -3.0922], [1.2013, 5.9288, -3.9951], [0.0281, -0.8690, 0.0311], [4.9591, 1.5830, -2.9827], [-5.2128, 3.8086, 2.1911], [3.9269, 2.6323, -2.6285], [6.7092, -0.6496, 2.2032]], "forces_ev_per_a": [[-0.06, -0.20, 0.05], [-0.04, 0.19, -0.20], [-0.06, -0.21, 0.17], [-0.12, -0.21, 0.09], [-0.22, 0.05, 0.02], [-0.08, 0.23, 0.15], [0.05, -0.05, 0.27], [-0.17, 0.10, -0.15], [0.08, -0.25, 0.08], [-0.21, 0.14, 0.02], [0.27, 0.11, 0.00], [-0.25, -0.01, -0.05], [-0.16, -0.01, -0.22], [0.08, -0.04, -0.23], [0.07, 0.02, -0.24], [0.00, 0.18, 0.20], [0.13, 0.19, 0.13], [0.02, -0.21, 0.14], [0.20, 0.11, -0.17], [0.05, -0.12, 0.21], [0.28, -0.11, 0.06], [-0.02, -0.03, 0.33], [0.14, 0.00, 0.23], [-0.13, 0.16, -0.19], [0.23, 0.15, -0.08], [0.08, -0.15, -0.23], [0.11, 0.27, 0.08], [0.19, -0.18, 0.11], [0.18, -0.07, -0.14], [-0.09, -0.21, -0.16], [-0.18, 0.07, 0.14], [-0.20, -0.09, 0.10], [-0.10, -0.08, -0.22], [-0.17, 0.03, -0.20], [-0.02, -0.26, 0.05], [0.19, -0.07, -0.14], [-0.11, 0.20, -0.06], [-0.17, 0.29, -0.02], [0.23, 0.06, 0.09]]}

Record 2
{"formula": "H26O13", "method": "the ωB97M-V functional and the def2-TZVPD basis", "charge": 1, "e_above_lowest_kcal_mol": 25.47, "e_lumo_ev": [-2.96, -10.89], "multiplicity": 2, "homo_lumo_gap_ev": [11.21, 3.15], "total_energy_ev": -27029.6888, "elements": ["O", "O", "O", "O", "O", "O", "O", "O", "O", "O", "O", "O", "O", "H", "H", "H", "H", "H", "H", "H", "H", "H", "H", "H", "H", "H", "H", "H", "H", "H", "H", "H", "H", "H", "H", "H", "H", "H", "H"], "coordinates": [[-3.1228, 0.0892, 1.8096], [2.4284, 0.8559, -3.2263], [3.3346, -0.1183, -0.3187], [-0.8841, -0.9317, -2.8899], [1.3421, -2.1630, -1.4829], [0.2233, -3.1592, 0.7703], [-0.0313, -0.8980, 3.3182], [-0.1431, 0.2912, -0.1649], [2.3547, 2.5752, -0.6171], [0.0834, 3.4094, 1.5416], [-3.0461, -1.1616, -0.8988], [-2.4144, -2.3843, 1.6580], [-1.4901, 2.9620, -1.5938], [2.3290, 0.8866, -2.2748], [3.2350, 2.9501, -0.6477], [-0.4534, -1.6972, 3.6336], [-0.4930, -0.3533, -2.2351], [-2.7611, 0.5705, 2.5537], [0.7381, 4.0998, 1.6460], [-3.5429, -1.4345, -0.1275], [-1.3555, 2.3859, -0.8413], [0.4990, 0.9612, 0.0697], [-1.7118, -2.7497, 1.1204], [2.0809, 2.6799, 0.2940], [2.0091, -1.5312, -1.2142], [-2.7864, -3.1401, 2.1127], [4.1709, -0.2598, -0.7623], [-2.0612, 3.6564, -1.2653], [0.6498, -2.7182, 0.0355], [-0.1235, 3.1377, 2.4358], [0.6918, -1.6404, -1.9521], [-2.4999, -0.4390, -0.5891], [2.7158, 1.7369, -3.4661], [-2.7361, -0.7838, 1.8775], [0.8619, -3.8093, 1.0634], [0.6212, -1.2039, 2.6882], [-0.3353, -0.1560, 0.6593], [-1.6157, -1.3491, -2.4352], [3.2388, 0.8335, -0.2848]], "forces_ev_per_a": [[-0.17, 0.81, -0.50], [-0.11, -0.42, -0.12], [-0.27, -0.62, 0.01], [0.31, -0.34, -0.90], [-0.16, -0.53, 0.13], [-0.68, 0.02, 0.86], [-0.11, 0.54, -0.14], [-0.39, -0.27, -0.70], [0.02, -0.49, -0.10], [0.17, -0.44, -0.41], [0.65, -0.40, -1.32], [-0.33, -0.24, -0.21], [0.08, -0.27, -0.34], [0.04, 0.13, 0.30], [0.32, 0.38, -0.13], [-0.14, -0.23, 0.08], [0.35, 1.34, 0.79], [0.01, 0.27, 0.17], [0.05, 0.42, 0.04], [-0.60, -0.28, 0.80], [0.11, -0.10, 0.37], [0.23, 0.43, -0.05], [0.95, -0.32, -0.21], [-0.34, 0.30, 0.43], [0.74, 0.59, 0.19], [-0.32, -0.20, 0.24], [0.34, -0.19, -0.14], [-0.18, 0.29, 0.06], [0.40, 0.28, -0.94], [-0.11, -0.08, 0.34], [-0.05, -0.12, -0.28], [0.28, 0.94, 0.59], [-0.03, 0.26, -0.18], [0.17, -0.57, 0.36], [0.04, -0.32, 0.15], [0.27, -0.28, -0.10], [-0.14, -0.25, 0.53], [-1.18, -0.53, 0.33], [-0.23, 0.49, -0.01]]}

Record 3
{"formula": "H26O13Xe", "method": "the ωB97M-V functional and the def2-TZVPD basis", "e_above_lowest_kcal_mol": 23.95, "e_lumo_ev": -0.51, "homo_lumo_gap_ev": 8.94, "total_energy_ev": -36002.6312, "elements": ["Xe", "O", "O", "O", "O", "O", "O", "O", "O", "O", "O", "O", "O", "O", "H", "H", "H", "H", "H", "H", "H", "H", "H", "H", "H", "H", "H", "H", "H", "H", "H", "H", "H", "H", "H", "H", "H", "H", "H", "H"], "coordinates": [[-0.2679, -0.2321, -0.3567], [3.2075, -0.2103, -1.2345], [-0.7412, -2.6528, 3.3091], [-2.7334, -0.6793, 2.5216], [-2.3171, 0.5529, -3.2908], [3.5964, -0.4772, 1.5082], [-0.0213, 3.2844, 1.9940], [1.0574, 0.8928, 2.8838], [1.6134, 0.9698, -3.2414], [-1.0613, -4.1049, -1.4390], [-2.0180, 2.7048, -1.4623], [1.0221, -3.7626, 0.6582], [-2.4050, 1.9729, 1.4089], [0.5007, 3.5168, -2.6099], [1.0013, 2.7199, -2.7846], [2.5133, 0.0492, -1.8402], [-3.3108, -1.1825, 1.9474], [-0.3577, 3.2034, -2.3248], [-0.4731, -2.9599, 4.1752], [-1.4452, 0.1628, -3.3532], [0.1693, -3.7994, 0.2252], [-2.3615, 1.1606, -4.0290], [-3.3386, 2.1788, 1.4557], [4.5535, -0.4712, 1.5201], [-0.4595, -3.6379, -2.0186], [-0.9393, 3.0137, 1.9851], [2.0820, 1.3762, -3.9704], [1.7083, 0.4428, 2.3452], [3.8376, 0.5095, -1.2691], [1.1947, 0.5465, 3.7655], [-1.9556, -1.2283, 2.6206], [-2.3412, 1.0734, 1.7301], [0.0657, -2.3286, 2.9091], [-1.1206, -4.9842, -1.8126], [0.9151, -4.2971, 1.4450], [-2.1251, 1.8777, -1.9320], [0.4649, 2.4787, 2.1690], [-2.2134, 2.4898, -0.5502], [1.1365, 0.2412, -3.6389], [3.3674, -0.4104, 0.5812]], "forces_ev_per_a": [[0.04, -0.10, -0.01], [0.44, -0.43, 0.39], [-0.16, -0.02, -0.18], [-0.28, 0.60, -0.18], [-0.13, -0.17, 0.11], [-0.12, 0.05, 0.77], [0.27, 0.75, -0.09], [-0.29, -0.27, 0.01], [0.01, -0.25, 0.10], [-0.15, 0.17, 0.25], [0.02, 0.45, -0.37], [0.41, 0.24, 0.18], [-0.18, 0.59, -0.51], [0.51, 0.44, -0.51], [-0.09, -0.10, 0.19], [-0.30, 0.31, -0.27], [-0.19, -0.15, -0.14], [-0.59, 0.01, 0.57], [-0.08, -0.03, 0.30], [0.21, -0.16, 0.07], [-0.46, -0.12, -0.33], [-0.12, 0.27, -0.28], [-0.28, 0.12, 0.15], [0.17, 0.00, 0.16], [0.19, 0.18, -0.17], [-0.28, -0.11, -0.12], [0.29, 0.17, -0.30], [0.60, -0.19, -0.27], [0.16, 0.27, -0.12], [0.02, 0.09, 0.26], [0.41, -0.43, 0.37], [0.00, -0.82, 0.40], [0.40, 0.08, -0.33], [-0.04, -0.29, -0.04], [0.00, -0.16, 0.18], [-0.25, -0.42, -0.28], [0.13, -0.22, 0.25], [0.19, 0.00, 0.67], [-0.19, -0.22, -0.14], [-0.32, -0.12, -0.75]]}

Record 4
{"formula": "H26O19SV", "method": "the ωB97M-V functional and the def2-TZVPD basis", "charge": -1, "e_above_lowest_kcal_mol": 210.02, "e_lumo_ev": -2.22, "homo_lumo_gap_ev": 2.83, "total_energy_ev": -75843.8279, "elements": ["V", "S", "O", "O", "O", "O", "O", "O", "O", "O", "O", "O", "O", "O", "O", "O", "O", "O", "O", "O", "O", "H", "H", "H", "H", "H", "H", "H", "H", "H", "H", "H", "H", "H", "H", "H", "H", "H", "H", "H", "H", "H", "H", "H", "H", "H", "H"], "coordinates": [[9.0323, -7.6627, -0.9356], [14.3958, -7.7860, -1.4006], [10.1271, -6.6184, -4.8088], [8.4180, -6.1437, -0.7800], [13.3937, -12.8194, -2.1785], [17.0779, -1.8586, 1.0450], [14.9233, -8.0031, -2.7654], [8.7408, -8.2690, 0.4870], [17.9380, -11.7702, -3.4169], [13.0174, -7.4450, -1.4141], [12.6763, -11.1776, 2.6157], [18.5268, -4.7637, -2.3868], [13.8945, -2.0494, -1.5694], [12.1286, -5.3822, 2.1818], [15.5522, -4.8937, 4.5464], [14.4346, -10.7446, -5.6978], [18.5697, -6.2417, 2.4337], [15.4670, -4.7668, -5.0902], [14.4812, -9.0848, -0.7134], [17.5143, -10.5408, 1.9770], [15.1987, -6.7429, -0.6945], [16.3257, -4.4389, -4.8231], [15.3926, -5.6202, -4.6630], [13.2594, -2.1323, -0.8580], [10.9267, -6.1167, -4.9671], [16.9073, -2.1593, 1.9376], [14.2012, -11.4405, -5.0834], [13.3550, -11.7153, 3.0237], [13.8573, -13.5072, -1.7007], [17.8045, -5.2037, -1.9385], [17.9082, -6.4243, 1.7664], [16.2208, -5.3286, 4.0170], [17.1522, -11.2185, 2.5478], [13.6351, -12.0099, -1.7284], [19.0017, -4.3110, -1.6898], [14.0904, -2.9515, -1.8226], [14.7980, -4.8143, 3.9624], [17.2215, -11.1667, -3.2202], [9.7829, -6.8035, -5.6826], [16.8312, -10.3864, 1.3245], [14.7270, -10.0221, -5.1421], [12.4559, -5.8437, 1.4097], [11.7121, -4.5946, 1.8320], [18.1949, -12.1233, -2.5651], [13.1262, -10.7227, 1.9038], [16.2299, -1.9190, 0.6052], [19.2767, -6.8590, 2.2459]], "forces_ev_per_a": [[-1.12, 3.80, 2.42], [5.21, -0.41, -0.01], [-0.33, -0.11, 0.27], [1.56, -3.62, -1.03], [-0.17, -0.17, -0.23], [0.23, 0.16, -0.03], [-0.33, 0.39, -0.25], [0.39, -0.13, -1.56], [0.15, -0.22, -0.20], [-4.79, 1.62, -0.23], [-0.24, -0.15, 0.12], [0.17, 0.08, -0.32], [0.08, 0.34, 0.05], [-0.06, 0.08, 0.34], [0.03, 0.21, 0.27], [-0.03, -0.11, -0.38], [0.02, 0.28, 0.27], [-0.20, 0.24, -0.29], [0.07, -1.06, 0.96], [0.29, -0.06, 0.09], [-0.79, -0.61, -0.40], [0.24, 0.06, 0.14], [-0.06, -0.40, 0.30], [-0.16, -0.04, 0.15], [0.36, 0.10, 0.10], [0.01, -0.14, 0.25], [-0.06, -0.17, 0.22], [0.13, -0.10, 0.12], [0.11, -0.16, 0.07], [-0.39, -0.28, 0.14], [-0.29, -0.10, -0.29], [0.28, -0.18, -0.15], [-0.05, -0.12, 0.16], [0.09, 0.50, 0.12], [0.07, 0.15, 0.17], [0.14, -0.37, -0.15], [-0.30, -0.07, -0.18], [-0.24, 0.30, 0.02], [-0.07, -0.08, -0.20], [-0.27, 0.27, -0.32], [0.06, 0.36, 0.29], [0.30, -0.29, -0.34], [-0.11, 0.17, -0.07], [0.07, -0.03, 0.20], [0.12, 0.32, -0.32], [-0.24, -0.04, -0.27], [0.12, -0.19, -0.02]]}

Record 5
{"formula": "H27O14", "method": "the ωB97M-V functional and the def2-TZVPD basis", "charge": -1, "e_above_lowest_kcal_mol": 61.85, "e_lumo_ev": 2.65, "homo_lumo_gap_ev": 9.51, "total_energy_ev": -29104.9852, "elements": ["O", "O", "O", "O", "O", "O", "O", "O", "O", "O", "O", "O", "O", "O", "H", "H", "H", "H", "H", "H", "H", "H", "H", "H", "H", "H", "H", "H", "H", "H", "H", "H", "H", "H", "H", "H", "H", "H", "H", "H", "H"], "coordinates": [[-2.2917, 1.9136, -1.8760], [0.6612, -0.5254, 2.1578], [0.6813, -1.2156, -3.2208], [-0.4821, -2.3647, 4.8711], [3.6997, 0.7561, -0.5867], [-1.9051, -1.2456, -2.9750], [0.6988, 2.9579, -2.5150], [-0.1284, 3.2497, 3.3833], [-0.2701, 0.9980, -4.2150], [0.2771, 1.3390, 0.4537], [2.6722, 0.4601, 4.0992], [-0.9061, -3.4427, -1.7952], [-0.9088, -1.5811, -0.1313], [-1.7217, -0.9590, 2.5310], [-1.5897, -1.6531, 0.6140], [3.3939, 0.6914, -1.4839], [-0.8053, 2.8844, 3.9981], [1.3270, -1.0776, 1.7272], [-0.6904, -1.0771, 2.4137], [-2.6688, 1.1201, -1.4818], [-1.6427, 1.9174, -2.5667], [-0.8522, -3.0828, 4.3607], [-1.8768, -3.4773, -1.8806], [-1.6272, -0.2955, -3.0783], [-1.6934, -0.0503, 2.8394], [-0.0101, -1.7680, -2.8459], [-1.4026, -1.4680, -2.1599], [0.1619, 3.6552, -2.0623], [0.3574, 2.4181, 3.2781], [2.8979, 0.8672, -0.0547], [1.4470, -1.6721, -3.5153], [-0.2241, 1.9077, -3.9114], [0.6117, 0.7654, -4.6435], [-0.3789, -1.8451, 4.0527], [3.4763, 0.1827, 3.6718], [-0.4812, -0.7699, 0.2612], [-0.5170, 1.8700, 0.4661], [0.3959, 0.6539, 1.1856], [2.0128, 0.1045, 3.4394], [-0.5936, -3.3717, -0.8990], [0.8958, 2.2304, -1.9059]], "forces_ev_per_a": [[-1.20, 1.70, 1.26], [0.95, -0.10, 0.18], [0.22, 1.42, 0.13], [0.15, 0.09, -1.06], [0.11, 0.06, 0.73], [0.30, 1.55, 0.80], [-0.60, 1.03, -0.01], [-0.88, -1.23, 0.95], [0.85, -0.40, -1.33], [0.80, 0.13, -0.99], [-0.94, -0.37, -0.78], [-0.16, -1.19, -1.74], [-0.97, 1.43, 2.42], [0.43, -0.54, 0.06], [0.89, -0.09, -1.29], [-0.30, -0.08, -0.53], [0.33, 0.91, -0.47], [-0.21, -0.02, 0.09], [-0.61, 0.53, -0.34], [0.91, -0.38, -0.95], [0.27, -1.34, -0.16], [-0.52, -1.12, 0.57], [0.84, 0.12, 0.63], [-0.34, -1.27, -0.47], [-0.38, 0.15, 0.04], [0.54, -0.83, -0.46], [-1.00, 0.00, -0.08], [0.86, -1.27, -0.13], [0.61, 0.27, -0.51], [0.04, 0.03, -0.15], [0.55, -1.21, 0.05], [0.76, 0.30, -0.12], [-1.91, 0.52, 1.24], [0.42, 1.00, 0.77], [0.74, 0.01, 0.00], [0.07, -0.84, -0.85], [-0.27, -0.18, 0.45], [-0.33, 0.17, 0.37], [-0.06, 0.34, 0.67], [-0.53, 0.35, 0.61], [-0.41, 0.34, 0.39]]}